[1]
ORCA calculation (wB97M-V/def2-TZVPD) on C5H14BBaClNRu as an isolated structure in a non-equilibrium geometry.

Output
Charge: -2
DFT total energy (Ha): -858.77589
<S²>: 8.773
Gap between HOMO and LUMO (alpha / beta) (eV): 2.7 / 4.1
HOMO level (alpha / beta) (eV): 1.4 / -0.2
Spin multiplicity: 6
ΔE to the lowest compared entry with this formula, charge and spin (kJ/mol): 49.19
Molecular weight (g mol⁻¹): 372.84
Max |F| (eV Å⁻¹): 4.76

```
24
Properties=species:S:1:pos:R:3:lowdin_charge:R:1
Ru -0.292 1.296 0.142 0.747
Cl -1.268 3.182 -0.610 -0.296
C -1.767 -0.065 -0.157 -0.486
H -1.583 -0.934 0.519 -0.074
H -1.938 -0.450 -1.188 -0.088
H -2.659 0.470 0.214 -0.049
Ba 0.449 -1.841 -1.183 1.539
C 1.025 1.098 -1.369 -0.514
C -0.966 -0.802 -3.374 -0.464
C 1.876 -3.266 0.454 -0.491
H -1.779 -1.532 -3.500 -0.121
H -1.324 0.219 -3.211 -0.082
H -0.235 -0.860 -4.192 -0.122
H 1.902 0.579 -0.948 -0.075
H 0.719 0.614 -2.323 -0.089
H 1.335 2.122 -1.619 -0.056
H 1.669 -3.994 1.275 -0.170
H 2.995 -3.159 0.434 -0.164
B 0.210 1.431 3.902 -0.503
C 0.431 0.838 2.535 -0.255
N 0.667 0.377 1.460 -0.168
H 1.147 1.019 4.568 -0.009
H -0.833 1.010 4.338 -0.009
H 0.217 2.646 3.833 -0.003
```


[2]
ORCA calculation (wB97M-V/def2-TZVPD) on one molecule with the formula C21H17Cl2FN2O3S.

Output
SMILES: O=C(Nc1cccc(Cl)c1Cl)c1cc(S(=O)(=O)NCCc2ccccc2)ccc1F
DFT total energy (Ha): -2564.13665
Gap between HOMO and LUMO (eV): 9.0
HOMO level (eV): -8.9
ΔE to the lowest compared entry with this formula, charge and spin (kJ/mol): 17.75
Molecular weight (g mol⁻¹): 467.35
Max |F| (eV Å⁻¹): 0.93

```
47
Properties=species:S:1:pos:R:3:lowdin_charge:R:1
O 1.391 1.556 -1.149 0.099
C 1.664 0.470 -0.690 -0.392
N 2.905 0.084 -0.282 0.126
C 4.088 0.812 -0.321 -0.225
C 4.181 2.101 -0.840 -0.002
C 5.394 2.764 -0.848 -0.066
C 6.535 2.167 -0.344 -0.112
C 6.456 0.884 0.177 -0.689
Cl 7.872 0.130 0.809 0.679
C 5.244 0.207 0.193 -0.590
Cl 5.162 -1.394 0.850 0.724
C 0.596 -0.569 -0.492 -0.039
C -0.699 -0.114 -0.248 0.020
C -1.742 -1.001 -0.079 -0.242
S -3.362 -0.299 0.279 0.653
O -3.307 0.201 1.621 -0.273
O -3.687 0.582 -0.799 -0.256
N -4.333 -1.660 0.260 -0.137
C -5.337 -1.778 -0.777 -0.226
C -6.708 -1.235 -0.349 -0.133
C -6.586 0.213 0.036 -0.267
C -6.639 1.203 -0.936 -0.055
C -6.450 2.529 -0.599 -0.079
C -6.202 2.882 0.717 -0.083
C -6.157 1.905 1.694 -0.079
C -6.349 0.578 1.354 -0.074
C -1.537 -2.364 -0.169 -0.042
C -0.266 -2.843 -0.437 0.017
C 0.778 -1.947 -0.590 -0.203
F 1.999 -2.455 -0.862 0.071
H 3.029 -0.846 0.104 0.072
H 3.294 2.569 -1.232 0.102
H 5.450 3.762 -1.253 0.110
H 7.483 2.680 -0.349 0.104
H -0.884 0.947 -0.196 0.135
H -4.686 -1.838 1.188 0.110
H -4.959 -1.206 -1.625 0.116
H -5.419 -2.834 -1.060 0.118
H -7.402 -1.352 -1.183 0.118
H -7.077 -1.823 0.494 0.116
H -6.820 0.929 -1.966 0.117
H -6.486 3.289 -1.366 0.104
H -6.042 3.918 0.979 0.102
H -5.960 2.171 2.721 0.107
H -6.316 -0.179 2.127 0.113
H -2.367 -3.038 -0.040 0.107
H -0.068 -3.899 -0.532 0.124
```